1.
{
  "formula": "C2H3CuFO2",
  "method": "wB97M-V/def2-TZVPD",
  "symbols": ["F", "O", "C", "H", "Cu", "C", "H", "H", "O"],
  "xyz": [[-2.001, 2.843, 0.258], [2.717, -1.954, -0.600], [0.944, -0.701, -0.290], [2.352, -0.756, -1.055], [-1.337, 1.016, -0.159], [1.568, -1.954, 0.065], [0.950, -2.870, 0.018], [1.302, 0.083, 0.421], [-0.320, -0.634, -0.680]],
  "atomic_forces_ev_per_a": [[0.434, -1.641, -0.326], [1.638, 0.484, -0.544], [-1.377, 0.306, 1.465], [0.204, -1.811, 1.309], [0.263, 0.721, -0.051], [-1.616, 0.896, -2.576], [0.621, -0.105, 0.828], [0.207, 0.087, -0.597], [-0.374, 1.062, 0.491]],
  "homo_ev": [-3.37, -3.41],
  "lumo_energy_ev": [3.50, 3.90],
  "orbital_gap_ha": [0.2525, 0.2686],
  "total_charge": -1
}

---

2.
{
  "formula": "C2H3CuO2",
  "method": "wB97M-V/def2-TZVPD",
  "symbols": ["O", "Cu", "H", "C", "H", "H", "C", "O"],
  "xyz": [[3.640, 0.820, 0.240], [1.485, -1.568, -0.498], [-1.464, 1.138, 0.188], [2.532, 0.593, -0.172], [-2.214, -0.135, -0.791], [-2.113, -0.318, 0.980], [-1.549, 0.032, 0.086], [-0.318, -0.563, -0.032]],
  "atomic_forces_ev_per_a": [[-5.157, -0.997, -1.831], [-1.006, 0.998, 0.282], [-0.110, -0.017, 0.024], [5.283, 0.706, 1.746], [-0.023, -0.015, 0.080], [-0.062, 0.059, -0.089], [0.682, -0.304, -0.100], [0.394, -0.430, -0.113]],
  "homo_ev": [-1.61, -3.33],
  "relative_energy_ev": 0.000,
  "lumo_energy_ev": [4.12, 3.96],
  "orbital_gap_ha": [0.2105, 0.2679],
  "total_charge": -1,
  "spin_multiplicity": 2
}

---

3.
{
  "formula": "C2H3DyO",
  "method": "wB97M-V/def2-TZVPD",
  "symbols": ["C", "O", "H", "H", "H", "Dy", "C"],
  "xyz": [[-1.149, 0.574, -0.805], [-1.739, 0.183, 0.361], [-2.712, 0.183, 0.424], [-1.215, -1.889, -1.026], [-1.672, -1.946, 0.651], [1.114, 0.413, 0.586], [-1.111, -1.348, -0.080]],
  "atomic_forces_ev_per_a": [[0.638, -0.532, 0.772], [-1.652, -0.015, -1.026], [-0.851, 0.397, -0.149], [-1.418, 1.313, -0.755], [0.527, 0.522, 0.511], [-0.304, -0.743, -0.326], [3.060, -0.942, 0.973]],
  "homo_ev": [-18.49, -18.54],
  "relative_energy_ev": 5.406,
  "lumo_energy_ev": [-10.49, -10.38],
  "orbital_gap_ha": [0.2940, 0.2999],
  "total_charge": 2,
  "spin_multiplicity": 6
}

---

4.
{
  "formula": "C2H3F2I",
  "method": "wB97M-V/def2-TZVPD",
  "symbols": ["F", "H", "H", "C", "H", "F", "I", "C"],
  "xyz": [[-0.506, -1.258, 0.991], [0.937, 0.934, -0.920], [1.463, -0.464, 0.216], [-0.479, -0.447, 0.040], [0.787, 1.146, 0.776], [-0.620, -1.195, -1.114], [-2.370, 0.867, 0.018], [0.787, 0.417, -0.008]],
  "atomic_forces_ev_per_a": [[-0.132, -2.122, 3.245], [0.116, -0.033, -1.052], [0.417, 1.587, -0.489], [-1.153, 3.394, -4.269], [0.025, 0.094, 0.664], [0.373, 0.526, 0.499], [0.888, -0.618, 0.186], [-0.533, -2.828, 1.215]],
  "homo_ev": -9.72,
  "relative_energy_ev": 0.384,
  "smiles": "CC(F)(F)I",
  "lumo_energy_ev": 0.09,
  "orbital_gap_ha": 0.3604
}

---

5.
{
  "formula": "C2H3F2N",
  "method": "wB97M-V/def2-TZVPD",
  "symbols": ["H", "C", "F", "N", "F", "H", "C", "H"],
  "xyz": [[0.198, 0.924, 1.443], [0.702, 0.460, -0.728], [0.005, -2.086, 1.106], [-0.516, -0.094, -0.384], [-1.697, 0.879, -0.901], [-0.342, -1.353, 0.570], [0.369, 0.635, 0.536], [1.279, 0.635, -1.641]],
  "atomic_forces_ev_per_a": [[-0.354, 1.635, 5.219], [0.333, 1.241, 1.158], [-0.280, 0.778, -0.359], [-0.935, 0.545, 0.145], [1.394, -0.701, 0.625], [-0.081, -1.650, 0.519], [0.135, -1.622, -7.942], [-0.211, -0.226, 0.634]],
  "homo_ev": -10.99,
  "relative_energy_ev": 4.211,
  "lumo_energy_ev": -0.03,
  "orbital_gap_ha": 0.4028
}

---

6.
{
  "formula": "C2H3F2N3O5",
  "method": "wB97M-V/def2-TZVPD",
  "symbols": ["N", "F", "H", "O", "O", "F", "C", "O", "O", "H", "N", "O", "H", "C", "N"],
  "xyz": [[-1.673, 0.079, 0.139], [1.537, 1.936, 0.771], [1.815, -0.948, 0.207], [-0.694, 1.231, -1.955], [0.412, -1.921, -0.737], [0.276, 0.984, 2.292], [0.659, -1.055, 0.337], [1.390, 0.726, -1.686], [-2.125, -0.741, -0.577], [-0.475, -2.241, -0.939], [0.271, 0.838, -1.383], [-2.149, 0.804, 0.980], [0.659, -1.383, 1.510], [-0.088, 0.276, 0.060], [0.182, 1.415, 0.981]],
  "atomic_forces_ev_per_a": [[3.198, 2.165, 1.502], [-1.857, -1.440, -0.115], [-2.073, 0.742, 0.287], [-0.522, 0.951, -1.328], [0.354, -0.868, 0.054], [-0.045, -0.456, -0.855], [2.206, 0.026, 0.983], [2.301, 0.203, -1.260], [-1.292, -0.986, -0.595], [-0.232, 0.441, 0.788], [-2.168, -1.468, 2.944], [-1.177, -0.909, -0.640], [-1.040, 0.352, -2.898], [1.211, -0.459, 0.975], [1.136, 1.705, 0.157]],
  "homo_ev": -11.38,
  "relative_energy_ev": 1.343,
  "smiles": "O=[N+]([O-])C(CO)(N(F)F)[N+](=O)[O-]",
  "lumo_energy_ev": -0.68,
  "orbital_gap_ha": 0.3932
}

---

7.
{
  "formula": "C2H3F2NO2S",
  "method": "wB97M-V/def2-TZVPD",
  "symbols": ["F", "N", "C", "H", "C", "O", "O", "H", "F", "H", "S"],
  "xyz": [[1.410, -0.993, -2.162], [-0.757, 0.550, 0.868], [-0.530, -0.450, 1.561], [-0.883, 1.493, 1.358], [1.045, -0.806, -0.740], [0.119, 1.742, -1.332], [-1.514, 0.004, -1.742], [-0.455, -1.409, 1.017], [1.986, -0.078, -0.293], [-0.100, -0.503, 2.601], [-0.321, 0.450, -1.135]],
  "atomic_forces_ev_per_a": [[-0.369, 0.135, 1.292], [-1.347, 3.464, -0.016], [2.031, -3.255, 1.278], [0.729, -1.487, -1.033], [-1.455, -3.285, -2.378], [1.102, 3.824, -0.395], [-0.578, -0.712, -0.053], [-0.210, 0.468, 0.365], [2.453, 2.040, 1.176], [-1.186, 0.618, -0.658], [-1.170, -1.810, 0.420]],
  "homo_ev": -8.58,
  "relative_energy_ev": 3.339,
  "lumo_energy_ev": -0.72,
  "orbital_gap_ha": 0.2888
}

---

8.
{
  "formula": "C2H3F3N2",
  "method": "wB97M-V/def2-TZVPD",
  "symbols": ["C", "H", "H", "N", "F", "F", "H", "C", "N", "F"],
  "xyz": [[1.143, 0.374, 0.196], [1.014, 0.629, 1.175], [1.493, -1.259, -0.854], [0.051, 0.096, -0.665], [-1.819, -1.157, -0.053], [-1.425, 0.541, 1.241], [2.039, 0.909, -0.189], [-1.374, 0.058, -0.074], [0.944, -1.080, -0.048], [-2.065, 0.889, -0.729]],
  "atomic_forces_ev_per_a": [[1.350, -0.976, -1.551], [-0.901, 0.634, 2.533], [0.643, -0.628, -1.011], [-1.124, -1.557, 0.987], [-0.732, -0.664, -0.428], [0.386, -0.760, -0.887], [-0.823, -0.520, -0.389], [4.598, 0.396, 2.664], [-1.536, 2.929, 0.092], [-1.861, 1.145, -2.012]],
  "homo_ev": -10.91,
  "relative_energy_ev": 2.274,
  "smiles": "FC(F)(F)N1CN1",
  "lumo_energy_ev": 1.06,
  "orbital_gap_ha": 0.4398
}

---

9.
{
  "formula": "C2H3F3S",
  "method": "wB97M-V/def2-TZVPD",
  "symbols": ["C", "C", "S", "F", "H", "F", "F", "H", "H"],
  "xyz": [[1.473, -0.506, -0.537], [1.304, 0.533, 0.556], [-1.961, -0.649, -0.710], [0.654, 1.672, 0.420], [2.070, 0.497, 1.300], [1.144, -1.750, -0.011], [2.774, -0.609, -0.912], [0.868, -0.387, -1.400], [-1.847, -1.874, -1.196]],
  "atomic_forces_ev_per_a": [[-0.489, 0.078, 1.089], [0.599, -1.364, -0.564], [-0.069, 0.494, 0.215], [-0.143, 0.007, -0.487], [0.178, 0.295, 0.637], [0.156, 0.407, 0.011], [0.253, 0.146, 0.065], [-0.540, 0.430, -0.791], [0.054, -0.494, -0.175]],
  "homo_ev": [-10.33, -9.23],
  "relative_energy_ev": 4.173,
  "lumo_energy_ev": [-0.26, -2.62],
  "orbital_gap_ha": [0.3703, 0.2427]
}

---

10.
{
  "formula": "C2H3F3Si",
  "method": "wB97M-V/def2-TZVPD",
  "symbols": ["Si", "F", "H", "C", "F", "F", "H", "C", "H"],
  "xyz": [[0.993, -1.511, 0.437], [0.534, -2.735, 1.323], [0.827, -0.543, 1.534], [-1.601, 1.653, -0.917], [-2.744, 1.256, -1.256], [0.467, 2.676, -0.123], [-0.219, -1.352, -0.389], [-0.671, 2.218, -0.472], [2.414, -1.661, -0.136]],
  "atomic_forces_ev_per_a": [[-0.186, 0.740, 0.550], [0.208, -1.784, 0.354], [0.635, 0.791, -0.348], [0.014, 0.278, 0.194], [-1.475, -0.772, -0.586], [0.567, 0.303, 0.278], [0.511, 0.164, -0.777], [0.908, 0.179, 0.123], [-1.181, 0.101, 0.211]],
  "homo_ev": -10.60,
  "relative_energy_ev": 8.174,
  "smiles": "F[SiH3].FC#CF",
  "lumo_energy_ev": 0.59,
  "orbital_gap_ha": 0.4115
}

---

11.
{
  "formula": "C2H3F3Si",
  "method": "wB97M-V/def2-TZVPD",
  "symbols": ["C", "F", "H", "F", "C", "H", "F", "Si", "H"],
  "xyz": [[0.801, -2.290, 0.674], [-0.204, -3.017, 0.874], [-0.829, 1.893, 1.086], [2.503, -0.588, 0.160], [1.591, -1.421, 0.510], [-2.258, 1.006, -0.822], [-0.213, 0.288, -1.219], [-0.863, 1.432, -0.351], [-0.529, 2.696, -0.913]],
  "atomic_forces_ev_per_a": [[1.146, 1.484, -0.264], [-1.273, -1.273, 0.390], [0.451, -1.295, -0.146], [0.231, 0.150, 0.126], [-0.095, -0.384, -0.219], [0.374, 0.685, 0.935], [1.774, -0.940, 0.255], [-3.110, 0.766, -0.303], [0.501, 0.807, -0.773]],
  "homo_ev": -10.48,
  "relative_energy_ev": 8.523,
  "smiles": "F[SiH3].FC#CF",
  "lumo_energy_ev": 0.38,
  "orbital_gap_ha": 0.3991
}

---

12.
{
  "formula": "C2H3F3Si",
  "method": "wB97M-V/def2-TZVPD",
  "symbols": ["Si", "C", "H", "F", "C", "F", "H", "F", "H"],
  "xyz": [[2.934, -0.422, 0.476], [-2.185, 0.348, -0.374], [2.852, -1.871, 0.186], [3.973, 0.319, -0.457], [-1.965, -0.293, -1.364], [1.665, 0.472, 0.227], [-2.350, 0.697, 0.527], [3.169, -0.026, 2.023], [-1.777, -0.686, -2.272]],
  "atomic_forces_ev_per_a": [[-0.043, 1.368, 1.015], [-1.456, 5.933, 4.600], [-0.009, 0.577, 0.222], [0.542, -0.554, 0.126], [1.711, -6.316, -6.140], [-0.989, -0.443, -0.467], [-0.664, 0.912, 4.147], [0.488, -0.947, -0.895], [0.420, -0.531, -2.607]],
  "homo_ev": [-5.09, -11.05],
  "relative_energy_ev": 3.915,
  "lumo_energy_ev": [0.95, -2.75],
  "orbital_gap_ha": [0.2220, 0.3052],
  "spin_multiplicity": 3
}

---

13.
{
  "formula": "C2H3F5O",
  "method": "wB97M-V/def2-TZVPD",
  "symbols": ["H", "O", "F", "F", "C", "F", "C", "F", "F", "H", "H"],
  "xyz": [[1.229, 0.153, 1.433], [1.101, 0.910, 2.049], [-0.634, -2.099, -0.510], [0.192, -0.195, -2.124], [-0.373, -0.838, -0.052], [0.930, -0.788, 0.287], [-0.532, 0.176, -1.123], [-0.179, 1.353, -0.662], [-1.786, 0.185, -1.619], [-0.932, -0.547, 0.860], [0.985, 1.690, 1.461]],
  "atomic_forces_ev_per_a": [[0.132, 1.381, 1.184], [-0.073, 0.538, -0.661], [-0.076, 1.155, 0.453], [1.997, 0.042, -1.777], [-0.882, -1.038, 1.618], [0.935, -1.308, -0.858], [-1.784, -0.805, -0.906], [-0.040, 0.938, -0.074], [-0.300, 0.571, 0.840], [-0.115, -0.620, -0.519], [0.205, -0.854, 0.701]],
  "homo_ev": -11.29,
  "relative_energy_ev": 0.293,
  "smiles": "FC(F)C(F)(F)F.O",
  "lumo_energy_ev": 0.77,
  "orbital_gap_ha": 0.4435
}

---

14.
{
  "formula": "C2H3FHgO2",
  "method": "wB97M-V/def2-TZVPD",
  "symbols": ["O", "H", "C", "O", "Hg", "F", "H", "C", "H"],
  "xyz": [[1.103, 1.375, 0.679], [-0.438, 1.392, -0.717], [0.286, 0.699, -0.256], [-0.783, -1.499, -0.262], [-1.451, -2.280, -2.012], [0.058, -0.713, 1.670], [0.970, 0.309, -1.032], [-0.506, -0.432, 0.366], [0.759, 1.148, 1.565]],
  "atomic_forces_ev_per_a": [[-0.520, 0.052, 0.444], [0.285, -0.114, -0.072], [0.208, 0.148, -0.008], [0.089, -1.438, 0.310], [-0.270, -0.089, -0.774], [-0.644, -0.137, -1.159], [-0.303, -0.033, 0.005], [0.807, 1.470, 1.820], [0.349, 0.141, -0.567]],
  "homo_ev": [-6.82, -10.00],
  "relative_energy_ev": 0.101,
  "lumo_energy_ev": [-0.07, -3.19],
  "orbital_gap_ha": [0.2481, 0.2501],
  "spin_multiplicity": 3
}

---

15.
{
  "formula": "C2H3FIN3",
  "method": "wB97M-V/def2-TZVPD",
  "symbols": ["C", "N", "H", "I", "N", "C", "N", "F", "H", "H"],
  "xyz": [[-0.039, -0.240, 1.039], [0.586, 0.349, -1.125], [-1.251, -0.707, -0.925], [-0.306, -2.306, 1.573], [1.614, 0.402, -0.275], [-0.659, 0.097, -0.486], [1.336, 0.081, 0.876], [-1.446, 1.217, -0.428], [-0.526, 0.368, 1.797], [0.689, 0.740, -2.045]],
  "atomic_forces_ev_per_a": [[-1.617, 0.016, -2.624], [-1.340, -0.508, -0.143], [0.089, 0.121, 0.042], [0.077, 0.374, -0.117], [1.218, 0.529, -0.613], [0.959, -0.802, 2.025], [0.659, -0.056, 1.310], [-0.216, 0.411, 0.044], [0.013, -0.069, -0.014], [0.159, -0.016, 0.091]],
  "homo_ev": -9.84,
  "relative_energy_ev": 0.000,
  "smiles": "F[C@H]1NN=N[C@@H]1I",
  "lumo_energy_ev": -0.08,
  "orbital_gap_ha": 0.3585
}

---

16.
{
  "formula": "C2H3FLiO",
  "method": "wB97M-V/def2-TZVPD",
  "symbols": ["C", "O", "H", "Li", "H", "F", "H", "C"],
  "xyz": [[0.116, 1.082, 1.607], [0.753, 1.542, -0.836], [1.112, 0.816, -0.117], [-0.673, 1.426, -2.015], [1.412, 2.243, -0.819], [-2.087, 0.389, 0.961], [0.841, 1.772, 2.018], [-1.081, 0.712, 1.689]],
  "atomic_forces_ev_per_a": [[-2.530, -0.040, 2.067], [1.296, -2.375, 1.541], [-1.479, 2.404, -2.372], [0.128, -0.046, 0.168], [0.156, 0.125, -0.041], [-0.779, -0.352, 0.744], [-0.037, -0.513, -0.011], [3.245, 0.797, -2.096]],
  "homo_ev": -14.34,
  "relative_energy_ev": 0.335,
  "lumo_energy_ev": -4.87,
  "orbital_gap_ha": 0.3480,
  "total_charge": 1
}

---

17.
{
  "formula": "C2H3FNOP",
  "method": "wB97M-V/def2-TZVPD",
  "symbols": ["C", "F", "N", "H", "H", "O", "H", "P", "C"],
  "xyz": [[-0.803, -0.666, 0.058], [2.235, 0.025, -1.003], [0.624, 1.234, 0.285], [-1.804, -0.337, -0.234], [-0.165, 0.617, 1.953], [-0.246, -0.662, -1.207], [-0.590, -1.580, 0.595], [0.901, 0.886, -1.334], [-0.154, 0.483, 0.885]],
  "atomic_forces_ev_per_a": [[0.191, 1.927, 0.078], [-0.200, 0.622, -0.677], [1.128, 2.017, -1.283], [-0.796, -0.818, 1.519], [-0.840, -0.323, 0.545], [2.814, 2.611, -1.266], [-0.690, -0.486, 0.072], [-0.893, -3.816, 0.876], [-0.713, -1.734, 0.136]],
  "homo_ev": -10.35,
  "relative_energy_ev": 0.694,
  "smiles": "FP1N=CCO1",
  "lumo_energy_ev": 0.47,
  "orbital_gap_ha": 0.3976
}

---

18.
{
  "formula": "C2H3FNOP",
  "method": "wB97M-V/def2-TZVPD",
  "symbols": ["H", "F", "N", "O", "P", "C", "C", "H", "H"],
  "xyz": [[-0.931, -2.150, 1.261], [-1.525, -2.457, 1.921], [0.242, -0.782, -0.404], [0.104, 1.177, -1.752], [-0.043, -0.448, -1.952], [0.403, 1.474, -0.477], [0.489, 0.354, 0.288], [0.744, 0.319, 1.334], [0.517, 2.512, -0.219]],
  "atomic_forces_ev_per_a": [[-0.306, -0.137, 0.240], [0.435, 0.232, -0.441], [-0.220, -0.851, -0.643], [0.029, 0.467, -0.432], [-0.027, -0.237, 0.738], [0.015, -0.242, 0.323], [0.093, 0.621, 0.134], [-0.049, 0.081, 0.140], [0.031, 0.065, -0.059]],
  "homo_ev": -9.50,
  "relative_energy_ev": 0.567,
  "lumo_energy_ev": -0.20,
  "orbital_gap_ha": 0.3418
}

---

19.
{
  "formula": "C2H3FNOP",
  "method": "wB97M-V/def2-TZVPD",
  "symbols": ["H", "H", "O", "H", "F", "N", "C", "C", "P"],
  "xyz": [[1.087, -1.600, 0.273], [1.486, 0.947, 0.706], [-0.087, 1.550, -0.067], [1.372, 0.502, -1.074], [-2.448, -0.115, 1.061], [-0.767, -1.112, -0.365], [0.896, 0.599, -0.084], [0.394, -0.828, 0.039], [-1.934, 0.058, -0.489]],
  "atomic_forces_ev_per_a": [[0.638, -0.760, 0.170], [2.038, -0.439, 1.113], [-3.042, -1.787, -1.286], [0.696, 0.262, 0.054], [0.189, 0.546, -1.535], [-0.976, 0.157, 0.016], [-1.907, 0.274, -0.298], [0.292, 0.815, -0.562], [2.072, 0.932, 2.327]],
  "homo_ev": -9.42,
  "relative_energy_ev": 2.156,
  "lumo_energy_ev": -0.51,
  "orbital_gap_ha": 0.3274
}

---

20.
{
  "formula": "C2H3FO",
  "method": "wB97M-V/def2-TZVPD",
  "symbols": ["H", "C", "H", "C", "O", "H", "F"],
  "xyz": [[-1.825, -0.117, 1.688], [0.979, -0.484, -1.350], [0.566, -0.111, -2.415], [-0.771, -0.032, 1.149], [-0.599, -0.151, -0.047], [-0.088, 0.367, 1.817], [1.737, 0.528, -0.841]],
  "atomic_forces_ev_per_a": [[1.557, -0.482, -1.394], [1.037, 0.233, -0.782], [0.330, 0.221, 2.057], [-3.347, 0.186, -1.229], [-1.055, -0.068, 1.124], [2.268, 0.555, 1.200], [-0.789, -0.645, -0.975]],
  "homo_ev": -8.52,
  "relative_energy_ev": 5.652,
  "lumo_energy_ev": 0.07,
  "orbital_gap_ha": 0.3155
}

---

Maximum force readings, ordered: 3.17 5.61 3.35 5.57 8.11 4.14 4.31 5.33 1.59 1.83 3.22 8.97 2.67 2.48 3.08 3.94 4.04 1.09 3.76 3.57 eV Å⁻¹